One molecule with the formula C8H11N3O2S, computed with the ωB97M-V functional and the def2-TZVPD basis.

```
25
Properties=species:S:1:pos:R:3:mulliken_charge:R:1
C 4.803 0.048 1.035 -1.114
C 4.219 -0.156 -0.355 -0.273
O 2.820 -0.442 -0.297 -0.435
C 1.988 0.624 -0.213 0.551
O 2.389 1.763 -0.216 -0.633
C 0.570 0.260 -0.133 0.360
C -0.360 1.297 -0.088 -0.755
N -1.662 1.113 -0.013 -0.407
C -2.069 -0.155 0.021 0.257
S -3.773 -0.486 0.120 -0.120
C -4.479 1.192 0.147 -0.670
N -1.299 -1.226 -0.012 -0.679
C 0.021 -1.052 -0.089 0.755
N 0.756 -2.170 -0.112 -0.318
H 4.350 0.920 1.501 0.317
H 5.875 0.207 0.958 0.383
H 4.616 -0.824 1.657 0.293
H 4.370 0.741 -0.964 0.319
H 4.665 -1.021 -0.850 0.329
H -0.020 2.324 -0.117 0.507
H -5.036 1.315 1.069 0.281
H -5.138 1.300 -0.709 0.282
H -3.647 1.887 0.093 0.267
H 0.270 -3.049 -0.082 0.220
H 1.756 -2.116 -0.183 0.283
```

Properties
Net charge: 0
SMILES string: CCOC(=O)c1cnc(SC)nc1N
HOMO energy, eV: -8.58
Energy, eV: -27876.1220
Orbital gap, eV: 9.03
ΔE to the lowest compared entry with this formula, charge and spin, kcal per mole: 0.0
LUMO, eV: 0.5